Entry 1:
Here is the molecule C4H5NO2 in a non-equilibrium geometry from the OMol25 dataset. Energies are from wB97M-V/def2-TZVPD.

ORCA input file:
```
! RIJCOSX wB97M-V def2-TZVPD def2/J DEFGRID3
* xyz 0 1
O -1.122 0.562 1.229
C -1.390 -0.296 0.238
C -0.461 -0.988 -0.377
C 1.368 -0.530 -1.285
N 0.871 -0.654 -0.128
C -0.018 1.310 1.433
O 0.392 2.166 0.713
H -2.440 -0.473 0.126
H -0.764 -1.677 -1.147
H 2.117 0.225 -1.362
H 1.059 -1.036 -2.211
H 0.253 1.103 2.468
*
```

Summary:
Lowest unoccupied orbital energy = 0.637 eV
Relative energy (zero: lowest compared OMol25 entry of this formula, charge and spin) = 3.080 eV
Structure (SMILES) = C=N/C=C\OC=O
HOMO-LUMO gap = 9.49 eV
HOMO level = -8.86 eV
E_tot = -360.556218 Eh

Mulliken population analysis, charges in e, atoms 1 to 8:
1. O -0.337
2. C -0.395
3. C -0.034
4. C -0.269
5. N -0.370
6. C 0.223
7. O -0.473
8. H 0.396

=====

Entry 2:
Here is the molecule C4H5NO2 in a non-equilibrium geometry from the OMol25 dataset. Energies are from wB97M-V/def2-TZVPD.

ORCA input file:
```
! RIJCOSX wB97M-V def2-TZVPD def2/J DEFGRID3
* xyz 0 1
O 2.584 -1.257 -0.002
C 1.433 -0.961 -0.103
C 0.786 0.345 0.317
C -1.260 1.182 0.128
N -0.514 0.228 -0.390
C -0.710 -1.031 -0.720
O 0.478 -1.748 -0.673
H 0.700 0.399 1.415
H 1.337 1.210 -0.030
H -0.950 2.200 0.165
H -2.268 0.979 0.354
H -1.616 -1.544 -0.463
*
```

Summary:
Lowest unoccupied orbital energy (spin up / spin down) = 0.357 / 0.238 eV
Relative energy (zero: lowest compared OMol25 entry of this formula, charge and spin) = 3.703 eV
HOMO-LUMO gap (spin up / spin down) = 7.85 / 7.59 eV
HOMO level (spin up / spin down) = -7.49 / -7.36 eV
E_tot = -360.533348 Eh

Mulliken population analysis, charges in e, atoms 1 to 8:
1. O -0.523
2. C 0.462
3. C -0.369
4. C -0.625
5. N 0.044
6. C -0.224
7. O -0.284
8. H 0.273

=====

Entry 3:
Here is the molecule C4H5NO2 from the OMol25 dataset. Energies are from wB97M-V/def2-TZVPD.

ORCA input file:
```
! RIJCOSX wB97M-V def2-TZVPD def2/J DEFGRID3
* xyz 0 1
O -2.146 0.194 1.119
C -1.751 -0.179 0.044
C -0.376 0.154 -0.521
C 0.560 0.930 0.424
N 1.748 0.078 0.549
C 1.479 -0.988 -0.071
O 0.289 -1.110 -0.719
H -2.371 -0.819 -0.612
H -0.489 0.624 -1.507
H 0.838 1.915 0.035
H 0.098 1.061 1.409
H 2.121 -1.860 -0.150
*
```

Summary:
Lowest unoccupied orbital energy = 0.691 eV
Relative energy (zero: lowest compared OMol25 entry of this formula, charge and spin) = 1.286 eV
Structure (SMILES) = O=C[C@H]1CN=CO1
HOMO-LUMO gap = 10.61 eV
HOMO level = -9.92 eV
E_tot = -360.622152 Eh

Mulliken population analysis, charges in e, atoms 1 to 8:
1. O -0.457
2. C -0.080
3. C 0.276
4. C -0.518
5. N -0.504
6. C 0.086
7. O -0.391
8. H 0.342

=====

Entry 4:
Here is the molecule C4H5NO2 in a non-equilibrium geometry from the OMol25 dataset. Energies are from wB97M-V/def2-TZVPD.

ORCA input file:
```
! RIJCOSX wB97M-V def2-TZVPD def2/J DEFGRID3
* xyz 0 1
O -1.024 2.413 -0.047
C -0.413 1.387 0.034
C -1.014 0.009 0.227
C -0.164 -1.134 -0.370
N 1.209 -0.813 -0.663
C 1.636 0.222 -0.110
O 0.962 1.416 0.049
H -1.103 -0.143 1.314
H -2.026 0.022 -0.175
H -0.578 -1.616 -1.249
H 0.039 -1.824 0.452
H 2.476 0.061 0.539
*
```

Summary:
Lowest unoccupied orbital energy = 0.359 eV
Relative energy (zero: lowest compared OMol25 entry of this formula, charge and spin) = 1.697 eV
Structure (SMILES) = O=C1CCN=CO1
HOMO-LUMO gap = 9.99 eV
HOMO level = -9.63 eV
E_tot = -360.607072 Eh

Mulliken population analysis, charges in e, atoms 1 to 8:
1. O -0.517
2. C 0.545
3. C -0.493
4. C -0.330
5. N -0.458
6. C -0.029
7. O -0.297
8. H 0.284